Density functional theory data (ωB97M-V/def2-TZVPD) for the molecule C5H4N2.

Last columns: bonded neighbours and bond lengths (Å).
CARTESIAN COORDINATES (ANGSTROEM)
1 C -1.36525 1.69856 -1.84962  C2 1.206, H8 1.071
2 C -0.77609 1.00612 -1.05725  C1 1.206, C3 1.431
3 C -0.10339 0.19020 -0.09305  C2 1.431, C4 1.382, C7 1.421
4 C 0.55869 -1.00325 -0.31260  C3 1.382, N5 1.348, H9 1.080
5 N 0.99765 -1.41699 0.89264  C4 1.348, N6 1.341, H10 1.007
6 N 0.67378 -0.58708 1.89516  N5 1.341, C7 1.321
7 C 0.00939 0.39322 1.30913  C3 1.421, N6 1.321, H11 1.082
8 H -1.90653 2.29344 -2.55640  C1 1.071
9 H 0.74030 -1.56474 -1.21689  C4 1.080
10 H 1.54916 -2.23269 1.10303  N5 1.007
11 H -0.37771 1.22321 1.88585  C7 1.082

Computed properties:
- net charge = 0
- orbital gap (eV) = 9.86
- ΔE to the lowest compared entry with this formula, charge and spin (kJ/mol) = 173.92
- highest occupied orbital energy (hartree) = -0.3280
- LUMO level (eV) = 0.94
- SMILES = C#Cc1cn[nH]c1